<P>
The following is a quantum chemistry calculation of 5 unconnected molecules or ions with the total composition H10O5, from OMol25.

The geometry in XYZ format:
```
15
Properties=species:S:1:pos:R:3
O -13.815 15.544 -14.544
H -13.470 14.873 -13.967
H -14.095 14.970 -15.225
O -14.145 16.971 -12.080
H -14.162 16.587 -12.977
H -13.570 16.440 -11.548
O -16.879 15.584 -12.844
H -17.829 15.569 -12.863
H -16.593 15.841 -13.691
O -16.477 16.128 -9.801
H -16.158 16.406 -10.673
H -16.018 16.803 -9.260
O -19.132 12.541 -12.919
H -18.451 12.746 -13.579
H -19.509 11.685 -13.060
```

Net charge: 0
LUMO in Eh: 0.00769
HOMO-LUMO gap in eV: 10.83

***

<Q>
The following is a quantum chemistry calculation of 5 unconnected molecules or ions with the total composition H10O5, from OMol25.

The geometry in XYZ format:
```
15
Properties=species:S:1:pos:R:3
O 2.369 -0.751 0.479
H 2.062 -1.462 1.055
H 3.244 -1.028 0.186
O 2.364 1.785 1.792
H 2.120 1.828 2.721
H 2.321 0.848 1.550
O -2.440 1.493 -1.147
H -1.597 1.074 -0.933
H -2.348 2.402 -0.851
O -0.254 -0.440 -0.795
H 0.593 -0.530 -0.337
H -0.054 -0.585 -1.725
O -2.737 -1.933 -0.627
H -2.088 -1.225 -0.520
H -3.555 -1.477 -0.847
```

Net charge: 0
LUMO in Eh: 0.00089
HOMO-LUMO gap in eV: 10.74

***

<R>
The following is a quantum chemistry calculation of 5 unconnected molecules or ions with the total composition H10O5, from OMol25.

The geometry in XYZ format:
```
15
Properties=species:S:1:pos:R:3
H 0.050 -0.896 0.734
H 0.458 -0.981 -0.704
H 3.227 2.999 0.635
H 3.570 2.208 -0.599
H -2.464 1.801 -0.364
H -3.298 2.223 0.884
H 3.461 -2.147 -0.867
H 4.245 -1.751 0.437
H -4.742 -1.222 0.446
H -4.185 -2.309 -0.460
O 0.664 -1.410 0.118
O 2.761 2.568 -0.093
O -3.302 2.066 -0.080
O 3.459 -1.680 0.006
O -3.905 -1.469 -0.094
```

Net charge: 0
LUMO in Eh: 0.02426
HOMO-LUMO gap in eV: 11.49

***

<S>
The following is a quantum chemistry calculation of 5 unconnected molecules or ions with the total composition H10O5, from OMol25.

The geometry in XYZ format:
```
15
Properties=species:S:1:pos:R:3
O -0.953 -2.864 0.413
H -1.095 -2.959 -0.514
H -0.667 -1.859 0.418
O -0.427 1.564 2.167
H -1.327 1.912 1.861
H -0.620 0.924 2.937
O -1.455 1.457 -1.840
H -0.711 2.116 -1.801
H -1.092 0.751 -1.387
O -0.227 -0.270 -0.037
H 0.786 -0.442 -0.243
H -0.116 0.313 0.848
O 2.633 -0.442 -0.650
H 2.591 -0.721 -1.483
H 2.678 0.519 -0.689
```

Net charge: 0
LUMO in Eh: 0.00510
HOMO-LUMO gap in eV: 10.53

***

Energies in hartree, measured from the most stable structure: <P> 0.0211; <Q> 0.0000; <R> 0.0495; <S> 0.0291.

***

<P>
The following is a quantum chemistry calculation of 5 unconnected molecules or ions with the total composition H10O5, from OMol25.

The geometry in XYZ format:
```
15
Properties=species:S:1:pos:R:3
O -0.059 -1.500 -0.325
H -0.366 -0.624 -0.066
H 0.439 -1.823 0.432
O 1.388 -0.018 1.971
H 2.342 0.026 2.122
H 0.994 0.029 2.853
O 0.503 2.010 0.145
H 1.129 2.718 0.332
H 0.687 1.318 0.809
O 0.007 -2.964 -2.784
H -0.157 -2.369 -2.027
H -0.578 -2.649 -3.480
O -2.286 1.839 -0.329
H -1.361 2.129 -0.203
H -2.682 1.876 0.548
```

Net charge: 0
LUMO in Eh: -0.00600
HOMO-LUMO gap in eV: 10.25

***

<Q>
The following is a quantum chemistry calculation of 5 unconnected molecules or ions with the total composition H10O5, from OMol25.

The geometry in XYZ format:
```
15
Properties=species:S:1:pos:R:3
H 0.125 -0.205 -0.476
H -1.226 0.214 -0.080
H 0.787 1.760 -1.889
H 0.221 2.793 -0.817
H 2.477 -1.962 -0.188
H 3.582 -2.818 -1.067
H -3.409 -0.561 0.127
H -4.599 -1.532 0.381
H 0.296 1.839 2.574
H 1.767 1.489 2.098
O -0.788 -0.391 -0.779
O 0.601 2.649 -1.706
O 2.875 -2.867 -0.421
O -3.635 -1.504 0.001
O 0.927 1.096 2.243
```

Net charge: 0
LUMO in Eh: -0.00400
HOMO-LUMO gap in eV: 11.29

***

Energies in hartree, measured from the most stable structure: <P> 0.0000; <Q> 0.0501.

***

<P>
The following is a quantum chemistry calculation of 5 unconnected molecules or ions with the total composition H10O5, from OMol25.

The geometry in XYZ format:
```
15
Properties=species:S:1:pos:R:3
O -2.053 -1.902 3.011
O 3.532 1.829 -3.007
O -2.326 -1.574 0.401
O 0.605 2.285 -2.290
O 0.772 -0.879 1.677
H -2.602 -1.616 2.276
H 3.886 2.537 -3.549
H -1.428 -1.412 0.689
H 0.317 2.842 -1.546
H 1.513 -1.053 2.232
H -2.484 -2.180 3.799
H 2.610 2.087 -2.839
H -2.163 -1.857 -0.489
H -0.187 1.898 -2.635
H 0.010 -1.004 2.269
```

Net charge: 0
LUMO in Eh: 0.01819
HOMO-LUMO gap in eV: 11.34

***

<Q>
The following is a quantum chemistry calculation of 5 unconnected molecules or ions with the total composition H10O5, from OMol25.

The geometry in XYZ format:
```
15
Properties=species:S:1:pos:R:3
O -17.539 15.709 9.542
H -17.037 15.184 10.169
H -16.881 16.269 9.108
O -13.956 14.204 8.656
H -13.501 14.969 9.016
H -14.373 13.783 9.413
O -19.663 15.975 7.538
H -19.349 16.593 6.872
H -18.993 15.981 8.233
O -15.188 17.249 8.501
H -15.383 18.107 8.111
H -14.401 17.401 9.031
O -21.110 14.958 10.000
H -20.417 15.392 10.505
H -21.608 14.455 10.650
```

Net charge: 0
LUMO in Eh: 0.00067
HOMO-LUMO gap in eV: 10.44

***

<R>
The following is a quantum chemistry calculation of a molecular structure, H10O5, from OMol25.

The geometry in XYZ format:
```
15
Properties=species:S:1:pos:R:3
O 2.635 0.100 -2.264
H 1.869 -1.047 -2.447
H 3.225 0.629 -2.800
O 1.223 -1.773 -2.032
H 0.146 -1.612 -1.749
H 1.721 -2.584 -1.895
O -0.737 -0.863 -1.291
H -0.073 0.031 -1.132
O 0.659 0.747 -0.880
H 1.487 0.631 -1.570
H 0.412 1.630 -1.215
H -1.666 -0.907 -1.513
O -3.693 2.013 6.791
H -2.909 1.736 7.274
H -4.299 1.268 6.722
```

Net charge: 0
LUMO in Eh: 0.02996
HOMO-LUMO gap in eV: 10.62

***

<S>
The following is a quantum chemistry calculation of 5 unconnected molecules or ions with the total composition H10O5, from OMol25.

The geometry in XYZ format:
```
15
Properties=species:S:1:pos:R:3
O -19.794 -15.346 14.349
H -19.407 -14.646 13.887
H -19.126 -15.417 15.087
O -18.347 -15.937 16.584
H -17.853 -16.712 16.646
H -19.153 -16.310 17.098
O -17.733 -13.739 17.965
H -18.610 -13.188 17.877
H -17.904 -14.529 17.483
O -21.590 -12.288 12.586
H -20.951 -12.796 12.133
H -21.309 -11.402 12.018
O -22.562 -15.326 14.905
H -21.748 -15.190 14.465
H -22.856 -16.224 15.120
```

Net charge: 0
LUMO in Eh: 0.00298
HOMO-LUMO gap in eV: 10.72

***

Energies in hartree, measured from the most stable structure: <P> 0.0000; <Q> 0.0078; <R> 0.0605; <S> 0.0386.

***

<P>
The following is a quantum chemistry calculation of 5 unconnected molecules or ions with the total composition H10O5, from OMol25.

The geometry in XYZ format:
```
15
Properties=species:S:1:pos:R:3
O 10.901 4.278 -12.005
H 11.351 4.029 -11.199
H 11.187 5.177 -12.172
O 9.009 2.427 -12.293
H 8.956 2.694 -13.211
H 9.768 2.899 -11.950
O 11.716 6.876 -12.071
H 12.487 7.178 -12.551
H 11.069 7.571 -12.195
O 12.926 6.162 -9.463
H 12.805 6.462 -10.364
H 13.587 6.753 -9.100
O 9.851 4.114 -15.039
H 9.513 4.117 -14.144
H 10.622 3.549 -15.003
```

Net charge: 0
LUMO in Eh: -0.00162
HOMO-LUMO gap in eV: 10.70

***

<Q>
The following is a quantum chemistry calculation of 5 unconnected molecules or ions with the total composition H10O5, from OMol25.

The geometry in XYZ format:
```
15
Properties=species:S:1:pos:R:3
H 0.388 1.616 -0.215
H 1.004 1.823 1.186
H -1.855 0.442 -0.287
H -1.795 1.926 -0.659
H -2.964 -1.243 0.617
H -1.576 -1.362 -0.050
H 0.908 -1.718 0.381
H 0.261 -0.295 0.362
H 2.420 -0.971 -1.204
H 2.743 0.055 -0.169
O 1.201 1.553 0.298
O -1.276 1.282 -0.250
O -2.473 -0.991 -0.214
O 0.120 -1.229 0.561
O 2.893 -0.888 -0.359
```

Net charge: 0
LUMO in Eh: 0.02531
HOMO-LUMO gap in eV: 12.03

***

Energies in hartree, measured from the most stable structure: <P> 0.0200; <Q> 0.0000.

***

<P>
The following is a quantum chemistry calculation of 5 unconnected molecules or ions with the total composition H10O5, from OMol25.

The geometry in XYZ format:
```
15
Properties=species:S:1:pos:R:3
O 2.862 -12.276 27.207
H 3.137 -13.114 26.794
H 2.788 -11.734 26.433
O 5.889 -9.466 25.600
H 5.735 -9.239 26.538
H 6.389 -10.293 25.693
O 5.295 -11.583 28.033
H 5.203 -10.669 28.311
H 4.397 -11.886 27.917
O 7.869 -11.168 27.712
H 6.965 -11.409 27.685
H 8.289 -11.740 28.327
O 5.196 -8.548 28.224
H 4.413 -8.253 27.822
H 5.863 -7.842 28.309
```

Net charge: 0
LUMO in Eh: 0.01364
HOMO-LUMO gap in eV: 11.15

***

<Q>
The following is a quantum chemistry calculation of 5 unconnected molecules or ions with the total composition H10O5, from OMol25.

The geometry in XYZ format:
```
15
Properties=species:S:1:pos:R:3
O 25.954 40.491 24.836
H 25.388 41.031 25.369
H 26.009 39.458 25.177
O 28.036 41.226 26.731
H 27.516 40.885 25.930
H 27.495 41.923 27.037
O 23.886 42.131 27.216
H 23.230 42.562 26.649
H 23.392 41.335 27.559
O 25.683 40.065 22.072
H 25.677 40.449 22.919
H 26.554 39.810 21.768
O 26.243 37.692 25.790
H 25.445 37.289 25.273
H 27.050 37.644 25.232
```

Net charge: 0
LUMO in Eh: 0.00786
HOMO-LUMO gap in eV: 10.99

***

<R>
The following is a quantum chemistry calculation of 5 unconnected molecules or ions with the total composition H10O5, from OMol25.

The geometry in XYZ format:
```
15
Properties=species:S:1:pos:R:3
O 0.276 -0.730 2.544
H 0.217 -1.017 3.455
H 1.213 -0.740 2.349
O -1.284 3.196 -0.228
H -1.072 4.066 -0.566
H -1.786 2.781 -0.930
O 0.102 0.453 -0.289
H -0.067 -0.201 0.389
H 0.372 1.235 0.193
O -0.732 -3.503 -0.416
H -0.820 -2.895 0.318
H -0.535 -4.346 -0.008
O 1.241 0.646 -2.629
H 0.725 0.486 -1.839
H 2.151 0.570 -2.341
```

Net charge: 0
LUMO in Eh: 0.00870
HOMO-LUMO gap in eV: 10.58

***

Energies in hartree, measured from the most stable structure: <P> 0.0000; <Q> 0.0184; <R> 0.0075.